[1]
{"formula": "C2H4ClN2", "method": "ωB97M-V/def2-TZVPD", "charge": 1, "homo_lumo_gap_ev": [8.6, 9.0], "total_energy_ev": -17628.819, "lumo_energy_ev": [-7.090, -5.723], "species": ["C", "C", "N", "N", "Cl", "H", "H", "H", "H"], "xyz": [[0.6224, -1.7522, 0.0342], [-1.1155, -0.0300, -0.0479], [-0.3082, -0.8935, 0.0356], [0.0405, 2.2130, 0.0910], [-2.6644, 0.2708, 0.0155], [1.0261, -1.9678, 1.0638], [1.1580, -2.0868, -0.8562], [0.2909, 2.1206, -0.8951], [0.9502, 2.1258, 0.5592]], "forces_ev_per_a": [[1.9, -0.4, 1.9], [0.7, 1.1, 0.4], [0.1, -0.3, -0.8], [-0.4, -0.9, 0.0], [-1.3, 0.4, -0.1], [-0.3, -0.2, -1.3], [-0.6, 0.0, 0.0], [0.0, 0.3, -0.3], [0.0, 0.0, 0.2]]}

[2]
{"formula": "C2H4ClN2S2", "method": "ωB97M-V/def2-TZVPD", "charge": 1, "homo_lumo_gap_ev": 8.1, "total_energy_ev": -39301.085, "lumo_energy_ev": -6.010, "species": ["C", "C", "N", "N", "S", "S", "Cl", "H", "H", "H", "H"], "xyz": [[0.3868, 0.9456, -0.5325], [0.5302, 0.4908, -1.8234], [-0.9534, -1.7941, -0.3140], [0.5798, 1.2193, 0.5892], [0.5584, 1.6941, 2.1157], [-1.3934, -2.6643, 0.7262], [-1.0688, -1.4255, 2.7332], [0.6393, -0.5772, -1.6548], [1.3684, 1.0787, -2.1877], [-0.4377, 0.5799, -2.1755], [-0.2095, 0.4527, 2.5236]], "forces_ev_per_a": [[1.3, 1.3, 5.7], [0.8, -0.9, 0.2], [-0.1, -0.3, -0.6], [-1.1, -0.8, -4.1], [-1.0, -1.2, 2.5], [0.3, 1.1, 1.4], [-0.3, -0.8, -0.7], [0.8, -0.3, -0.6], [-0.1, -0.4, -1.0], [-1.7, 0.6, -2.2], [1.1, 1.7, -0.5]]}

Copy entry 2 word for word.
{"formula": "C2H4ClN2S2", "method": "ωB97M-V/def2-TZVPD", "charge": 1, "homo_lumo_gap_ev": 8.1, "total_energy_ev": -39301.085, "lumo_energy_ev": -6.010, "species": ["C", "C", "N", "N", "S", "S", "Cl", "H", "H", "H", "H"], "xyz": [[0.3868, 0.9456, -0.5325], [0.5302, 0.4908, -1.8234], [-0.9534, -1.7941, -0.3140], [0.5798, 1.2193, 0.5892], [0.5584, 1.6941, 2.1157], [-1.3934, -2.6643, 0.7262], [-1.0688, -1.4255, 2.7332], [0.6393, -0.5772, -1.6548], [1.3684, 1.0787, -2.1877], [-0.4377, 0.5799, -2.1755], [-0.2095, 0.4527, 2.5236]], "forces_ev_per_a": [[1.3, 1.3, 5.7], [0.8, -0.9, 0.2], [-0.1, -0.3, -0.6], [-1.1, -0.8, -4.1], [-1.0, -1.2, 2.5], [0.3, 1.1, 1.4], [-0.3, -0.8, -0.7], [0.8, -0.3, -0.6], [-0.1, -0.4, -1.0], [-1.7, 0.6, -2.2], [1.1, 1.7, -0.5]]}

Repeat the first record exactly.
{"formula": "C2H4ClN2", "method": "ωB97M-V/def2-TZVPD", "charge": 1, "homo_lumo_gap_ev": [8.6, 9.0], "total_energy_ev": -17628.819, "lumo_energy_ev": [-7.090, -5.723], "species": ["C", "C", "N", "N", "Cl", "H", "H", "H", "H"], "xyz": [[0.6224, -1.7522, 0.0342], [-1.1155, -0.0300, -0.0479], [-0.3082, -0.8935, 0.0356], [0.0405, 2.2130, 0.0910], [-2.6644, 0.2708, 0.0155], [1.0261, -1.9678, 1.0638], [1.1580, -2.0868, -0.8562], [0.2909, 2.1206, -0.8951], [0.9502, 2.1258, 0.5592]], "forces_ev_per_a": [[1.9, -0.4, 1.9], [0.7, 1.1, 0.4], [0.1, -0.3, -0.8], [-0.4, -0.9, 0.0], [-1.3, 0.4, -0.1], [-0.3, -0.2, -1.3], [-0.6, 0.0, 0.0], [0.0, 0.3, -0.3], [0.0, 0.0, 0.2]]}